DFT (wB97M-V/def2-TZVPD) results for 8 unconnected molecules or ions with the total composition C15H29Br14Cl3 in a non-equilibrium geometry.

Output
electronic energy	-1034186.5992	eV
multiplicity	1
energy above the lowest of the compared OMol25 structures with the same formula, charge and spin	1.902	eV
HOMO energy	-10.39	eV
total charge	0
molecular weight	1434.41	g mol⁻¹

Geometry as XYZ:
```
61
Properties=species:S:1:pos:R:3:forces:R:3
Cl -0.051910 1.342467 -1.044674 0.0022 -0.0381 0.7776
C 0.427260 0.920587 0.630126 0.2114 -0.5076 -0.1399
Cl -0.612840 -0.351963 1.332706 0.1076 0.3799 -0.3345
Cl 0.511450 2.304327 1.719916 -0.1007 -0.0592 -0.3516
H 1.422140 0.481537 0.555566 -0.2275 0.2125 0.0392
Br 6.773380 2.807917 -1.213434 1.3173 0.9933 -0.2887
C 8.355160 4.025017 -1.554244 0.3148 0.2422 -0.5669
C 9.385670 3.988107 -0.447844 0.1904 0.3949 -0.6473
Br 10.721550 5.456297 -0.979934 -0.9213 -0.9928 0.6636
H 8.066390 5.053507 -1.770844 -0.8528 -0.1631 0.6238
H 8.873850 3.794097 -2.484704 -0.4235 -0.8690 -0.0390
H 9.978600 3.074497 -0.490874 -0.1356 0.1801 0.3007
H 8.933510 4.176097 0.525966 0.5083 0.2130 -0.0453
Br 7.128630 -6.961713 3.138706 -0.9529 0.8208 0.2420
C 5.547520 -5.700663 3.207086 0.5506 0.1512 -0.5640
C 5.954700 -4.297943 3.745286 -0.2249 -1.5138 0.0228
Br 4.322410 -3.251223 3.848716 0.1162 0.1572 -0.1632
H 4.706030 -6.196753 3.690706 0.5147 0.1175 0.6840
H 5.213740 -5.660163 2.170236 0.3650 0.3297 -0.0360
H 6.699570 -3.830593 3.101206 -0.3405 0.0734 -0.0086
H 6.337730 -4.338593 4.764956 -0.0367 -0.1330 -0.1812
Br -6.795130 1.700747 -5.708374 0.7400 0.0625 -0.1969
C -4.952900 1.058577 -6.087704 -0.4068 -0.3882 1.5553
C -4.778670 0.781437 -7.510514 0.5065 -0.5428 -1.8237
Br -2.958340 -0.082003 -7.675364 -0.9252 0.4611 -0.1069
H -4.901450 0.120807 -5.534494 -0.0461 0.1146 -0.0017
H -4.182550 1.705197 -5.667524 -0.4538 0.3612 -0.1133
H -4.810920 1.624767 -8.200334 0.3828 0.1736 0.3785
H -5.504230 0.077817 -7.918654 0.2103 -0.2332 0.3148
Br -2.324670 -6.607283 -2.590434 0.8464 0.0375 0.2252
C -0.484390 -5.890533 -2.278574 -0.7061 0.6523 0.3848
C -0.489610 -4.469623 -2.895034 1.4217 -2.4342 0.7688
Br 1.445670 -4.004463 -2.566894 -0.9470 0.4577 -0.3999
H 0.280390 -6.552823 -2.684264 -0.4727 0.0575 -0.4514
H -0.286770 -5.851143 -1.207364 -0.4538 -0.0352 -0.0180
H -1.166360 -3.818673 -2.341514 0.2960 0.1583 -0.5092
H -0.658350 -4.681573 -3.950824 0.0161 1.1232 0.0115
Br -0.765260 -5.046793 8.859186 -0.0365 -0.3796 -0.4508
C -1.111220 -6.321543 7.376006 0.1733 0.4844 0.0228
C -2.008560 -5.629773 6.349706 0.6104 0.0170 0.5987
Br -2.556560 -6.976903 5.053866 -0.2202 0.2475 0.1710
H -1.561280 -7.202253 7.834136 -0.0901 0.2448 -0.1236
H -0.138790 -6.586553 6.960976 -0.1382 0.0592 0.0776
H -1.487760 -4.858633 5.782066 0.1225 -0.2040 0.1256
H -2.818000 -5.131483 6.883206 -0.4168 -0.4661 -0.4238
Br -1.897350 6.268397 -5.896694 0.2107 0.6222 1.5468
C -1.649850 7.005527 -4.010784 -0.7344 0.7316 -0.1239
C -2.994700 7.480897 -3.403084 0.7743 -1.3145 0.1004
Br -2.498410 8.094607 -1.576634 -0.3808 0.1075 -0.7377
H -1.026010 7.899357 -4.012564 0.1806 -0.1912 -0.7580
H -1.118220 6.284467 -3.389854 -0.4380 -0.2987 -0.3216
H -3.678750 6.651947 -3.221324 0.0802 0.1124 -0.0990
H -3.497630 8.231707 -4.012564 0.3006 0.2135 0.3989
Br -6.848680 3.835947 1.376596 0.1888 0.0908 0.1425
C -5.393860 3.615077 2.666606 0.1370 0.1848 0.1629
C -5.989860 3.328517 4.025846 1.1207 -0.4359 0.1687
Br -4.426770 3.494967 5.361106 -1.2975 -0.1268 -0.8525
H -4.784790 4.516847 2.729366 -0.2628 0.0210 -0.4404
H -4.793010 2.792457 2.278806 -0.0495 0.1246 0.2262
H -6.297210 2.283327 4.060506 -0.1557 0.2589 0.3847
H -6.783710 4.023797 4.298746 0.3316 -0.1187 0.1994
```
Positions in Å, forces in eV/Å.

Mulliken population analysis, charges in e, atoms 1 to 5: -0.112 0.065 -0.121 -0.110 0.276

DFT (wB97M-V/def2-TZVPD) results for a molecular structure, C15H29BrNO2PSi2 in a non-equilibrium geometry.

Output
electronic energy	-116694.4999	eV
multiplicity	1
HOMO energy	-8.22	eV
total charge	0
molecular weight	422.45	g mol⁻¹

Geometry as XYZ:
```
51
Properties=species:S:1:pos:R:3:forces:R:3
C -2.379228 1.335508 -2.610407 0.7674 -0.4319 0.7739
C -1.080566 1.124990 -1.643269 -1.2606 0.3394 0.5403
C -1.678164 1.191976 -0.124226 -0.4701 0.0367 -1.6183
Si -0.327706 1.148965 1.225271 -2.3032 0.2820 1.0420
Br -0.194818 3.274518 2.083091 0.1730 -1.0235 -0.3657
O -0.848690 0.125888 2.527732 1.9074 -0.3650 -1.9574
Si -0.149766 -1.446817 2.285717 -0.3295 0.4682 0.0559
C 1.753483 -1.524016 2.449990 0.6315 -0.5401 0.4809
C 2.344633 -0.915024 3.816298 0.7903 0.5834 -0.4683
C 2.344890 0.690765 3.844750 0.5253 -0.5596 0.3603
N 3.239692 1.094571 4.999316 -0.7334 0.1522 -0.7451
P -1.208386 -2.829341 3.683137 -0.9167 -0.5716 1.0237
C -1.393862 -4.536651 2.809057 -0.8860 0.0454 -0.6773
C -3.013373 -2.151294 3.657571 0.1489 -0.1655 -1.2410
O -0.110828 2.208870 -1.772574 1.0247 -1.1926 0.1363
C 1.156593 1.717715 -2.301428 -0.1312 -0.4151 -1.7532
C 0.876652 1.389790 -3.870614 -0.0224 -0.4122 -2.0951
C 0.027045 2.470152 -4.637123 1.0804 -2.9191 -1.9440
C -0.349170 2.255835 -6.125737 2.7026 -2.7976 2.9085
C 0.195027 0.952071 -6.805288 0.5775 0.4829 2.6981
C 1.068737 -0.109865 -6.057334 -1.1570 3.1104 2.1591
C 1.422128 0.093614 -4.533550 -2.5732 3.1845 -2.3971
H -2.660556 2.457134 -2.591151 0.4044 -1.9128 -0.0920
H -3.209359 0.693786 -2.120756 1.1722 1.1881 -1.0595
H -2.166585 0.964514 -3.667399 -0.3708 0.6755 1.4082
H -0.532869 0.146409 -1.862064 -1.0035 1.1113 0.3531
H -2.264817 2.191045 -0.090349 0.8890 -1.6598 0.1343
H -2.435551 0.320665 -0.067089 1.2068 1.3681 0.2937
H 0.926283 0.659337 0.661962 0.3441 0.0962 0.1050
H -0.486088 -1.891554 0.909156 0.0657 0.1933 -0.3076
H 2.261682 -1.080741 1.509505 -0.7208 -0.5401 1.6372
H 2.038128 -2.647367 2.445256 -0.5815 1.6030 -0.0923
H 1.839641 -1.296480 4.769544 0.4151 0.3231 -1.4855
H 3.447075 -1.248049 3.874667 -1.6486 0.6329 0.0432
H 1.292113 1.127672 3.982285 1.3578 -0.7274 -0.5602
H 2.845030 1.074282 2.879692 -0.9543 -0.4754 1.4089
H 2.821494 0.763575 5.883615 0.2879 0.5808 -0.6664
H 3.354452 2.123674 5.005848 -0.2872 -0.9846 0.2793
H -0.630586 -4.606052 1.961902 -0.9962 -0.2319 1.2471
H -2.453766 -4.602026 2.344133 1.7451 0.1895 0.5798
H -1.335505 -5.405811 3.555158 0.2846 1.4230 -1.1129
H -3.037180 -1.039588 3.927842 0.0196 -1.7285 -0.1971
H -3.352637 -2.267206 2.557310 0.1218 0.2586 1.8321
H -3.644925 -2.812207 4.341782 0.8260 1.1225 -0.9202
H 2.001592 2.492305 -2.217280 -1.6717 -0.8131 0.0299
H 1.529476 0.775696 -1.756614 -0.6891 1.2325 -0.7537
H -0.308258 3.413136 -4.066911 0.5882 -1.8150 -1.0055
H -0.983445 3.042630 -6.652149 1.0656 -1.4349 0.6286
H -0.084990 0.806665 -7.905715 0.6053 0.0329 1.8466
H 1.484487 -1.044348 -6.560574 -0.8578 1.5858 0.5374
H 2.051341 -0.673314 -3.951985 -1.1636 1.4152 -1.0279
```
Positions in Å, forces in eV/Å.

Mulliken population analysis, charges in e, atoms 1 to 5: -1.235 0.197 -0.720 0.534 -0.396

DFT (wB97M-V/def2-TZVPD) results for 2 unconnected molecules or ions with the total composition C15H29ClFN3O in a non-equilibrium geometry.

Output
electronic energy	-37764.1715	eV
multiplicity	1
energy above the lowest of the compared OMol25 structures with the same formula, charge and spin	0.778	eV
HOMO energy	-14.96	eV
total charge	+2
molecular weight	321.87	g mol⁻¹

Geometry as XYZ:
```
50
Properties=species:S:1:pos:R:3:forces:R:3
C 0.984447 -1.277513 5.136475 0.3518 -0.4266 1.4976
C -0.064232 -1.008889 4.063696 0.9556 -2.0060 -0.0950
C 0.222870 -2.170599 3.068438 0.3578 -0.4986 -1.3651
C -1.588752 -0.675784 4.281054 -0.6100 1.2766 -1.6218
N -2.550749 -0.774699 3.354691 1.0065 0.1283 0.0070
C -2.953604 0.615394 2.734712 -0.7007 0.6245 1.1558
C -3.709080 0.574565 1.408859 -0.6959 -1.0933 -0.6956
O -4.440847 -0.622070 1.222450 -0.1465 -0.1308 0.4315
C -3.673284 -1.813975 1.267994 -0.3153 0.7359 -0.3744
C -3.000179 -2.050891 2.650900 -0.0423 -0.2733 -0.8642
H 1.871907 -1.733662 4.681584 -0.3431 0.3674 -0.1466
H 1.386406 -0.450093 5.724327 -0.6858 0.3991 -0.2347
H 0.700216 -2.036478 5.868935 -0.4662 0.0470 -0.0837
H 1.300195 -2.309952 2.888142 -0.2146 0.3261 0.7100
H -0.129875 -3.192340 3.372475 0.0383 1.2201 0.2455
H -0.050433 -2.046975 2.022287 -0.9569 0.4522 0.0191
H -1.694949 0.192654 4.954201 0.0515 -0.1842 -0.5359
H -3.585197 1.214293 3.435433 0.7572 -0.8134 -0.0660
H -2.034020 1.169158 2.486383 -0.1011 -0.4624 0.8224
H -4.479512 1.370244 1.397842 0.6645 -0.2891 0.0008
H -3.020047 0.712268 0.555563 -0.1221 0.0070 0.2955
H -4.420207 -2.617712 1.057447 0.8828 0.4471 0.2772
H -2.928549 -1.781783 0.440352 -0.2117 -0.1323 0.4933
H -2.146507 -2.694995 2.422135 -0.0306 0.1476 0.5702
H -3.737998 -2.643493 3.247947 0.7986 1.0589 0.1847
Cl 5.654656 -1.528010 -4.209401 -0.3876 0.3476 0.2339
C 4.588608 -0.154928 -3.793154 0.9648 -0.5577 -1.1032
N 3.905947 -0.327503 -2.517921 -1.0373 0.0584 1.6336
C 2.941038 -1.516156 -2.498426 0.3722 -0.2383 -1.0199
C 2.229940 -1.579966 -1.164822 -0.2199 0.2016 0.6157
N 2.685670 -0.461421 -0.369536 -1.0375 0.3695 1.9237
F 0.209066 0.298684 3.582934 -0.3154 -0.9332 -0.5301
C 2.325117 0.828584 -0.993732 -0.4348 -1.1813 1.4808
C 3.061903 0.904272 -2.306840 -0.1914 0.8702 -0.4601
C 4.102865 -0.515415 -0.043870 -0.7050 -0.2238 0.7486
C 4.875131 -0.408653 -1.333680 0.6339 0.0462 -0.7718
H 5.221931 0.728663 -3.738656 -0.1566 0.0151 0.0144
H 3.851817 -0.068403 -4.592259 0.0305 0.0799 0.1761
H 2.196628 -1.320208 -3.285410 0.6639 -0.3147 -0.1417
H 3.550256 -2.409459 -2.663796 -0.2401 0.2214 -0.4198
H 1.142119 -1.521764 -1.278831 0.1719 0.2362 -0.1738
H 2.377832 -2.545828 -0.668486 0.4058 0.3176 0.0793
H 1.228073 0.859045 -1.105312 0.4618 -0.0883 -0.1951
H 2.564688 1.647571 -0.297218 0.1896 -0.3244 -0.3526
H 3.719594 1.772056 -2.267825 0.0805 -0.0709 -0.6136
H 2.325948 0.953919 -3.110992 0.4780 0.1706 -0.2991
H 4.352587 0.292899 0.658231 -0.1462 -0.0286 -0.4052
H 4.365735 -1.429790 0.514634 -0.3687 0.1376 -0.4375
H 5.487187 -1.295017 -1.503917 0.2638 0.4050 -0.1549
H 5.428053 0.537180 -1.326358 0.3018 -0.4435 -0.4555
```
Positions in Å, forces in eV/Å.

Mulliken population analysis, charges in e, atoms 1 to 5: -1.603 1.927 -1.977 -0.697 0.261